Entry 1:
{
  "formula": "C5H8O",
  "method": "wB97M-V/def2-TZVPD",
  "elements": ["O", "C", "C", "C", "C", "C", "H", "H", "H", "H", "H", "H", "H", "H"],
  "xyz": [[1.207, -1.687, -0.394], [0.036, -1.136, 0.160], [0.198, -0.037, 1.252], [-0.494, 0.976, 0.351], [0.075, 1.031, -1.025], [-0.792, -0.126, -0.651], [1.767, -0.976, -0.732], [-0.544, -2.007, 0.473], [1.212, 0.203, 1.577], [-0.425, -0.287, 2.117], [-1.239, 1.705, 0.652], [1.149, 0.878, -1.116], [-0.320, 1.752, -1.733], [-1.851, -0.199, -0.832]],
  "nbo_charge": [-0.701, 0.103, -0.422, -0.229, -0.420, -0.263, 0.461, 0.188, 0.199, 0.217, 0.213, 0.193, 0.235, 0.226],
  "lumo_ev": 1.1,
  "orbital_gap_ev": 10.51,
  "total_energy_ev": -7360.039,
  "smiles": "O[C@H]1C[C@H]2C[C@H]21",
  "molar_mass_g_mol": 84.12,
  "e_above_lowest_kj_mol": 213.88
}



Entry 2:
{
  "formula": "C4H9P",
  "method": "wB97M-V/def2-TZVPD",
  "elements": ["C", "C", "C", "C", "P", "H", "H", "H", "H", "H", "H", "H", "H", "H"],
  "xyz": [[-0.170, 1.385, 0.622], [0.135, 0.109, 0.543], [-0.870, -0.819, 1.074], [1.565, -0.457, -0.172], [1.142, -0.488, -1.950], [0.681, 2.047, 0.248], [-1.202, 1.652, 0.880], [-1.390, -0.380, 1.986], [-0.679, -1.882, 1.216], [-1.655, -0.887, 0.250], [1.869, -1.411, 0.163], [2.328, 0.396, 0.054], [-0.209, -1.134, -1.883], [1.756, -1.712, -2.296]],
  "nbo_charge": [-0.462, 0.030, -0.696, -0.788, 0.590, 0.203, 0.217, 0.221, 0.227, 0.229, 0.252, 0.268, -0.249, -0.042],
  "lumo_ev": [1.0, -2.9],
  "orbital_gap_ev": [4.97, 6.50],
  "spin_multiplicity": 3,
  "total_energy_ev": -13575.022,
  "molar_mass_g_mol": 88.09,
  "s_squared": 2.0045,
  "e_above_lowest_kj_mol": 427.81
}



Entry 3:
{
  "formula": "C5H10O",
  "method": "wB97M-V/def2-TZVPD",
  "elements": ["C", "C", "C", "C", "C", "O", "H", "H", "H", "H", "H", "H", "H", "H", "H", "H"],
  "xyz": [[2.089, 0.186, 0.435], [0.676, 0.452, -0.091], [-0.131, -0.563, -0.954], [-1.563, -0.146, -0.594], [-1.390, 0.038, 0.902], [-0.145, 0.692, 1.061], [2.410, 1.060, 1.019], [2.826, 0.050, -0.363], [2.125, -0.671, 1.116], [0.721, 1.387, -0.671], [0.050, -0.488, -2.031], [0.017, -1.613, -0.667], [-2.335, -0.884, -0.830], [-1.819, 0.795, -1.097], [-1.351, -0.964, 1.360], [-2.163, 0.627, 1.401]],
  "nbo_charge": [-0.620, 0.100, -0.430, -0.425, -0.063, -0.540, 0.220, 0.208, 0.210, 0.160, 0.218, 0.202, 0.215, 0.202, 0.155, 0.189],
  "lumo_ev": 1.1,
  "orbital_gap_ev": 10.53,
  "total_energy_ev": -7394.291,
  "smiles": "C[C@H]1CCCO1",
  "molar_mass_g_mol": 86.13,
  "e_above_lowest_kj_mol": 45.78
}



Entry 4:
{
  "formula": "C6H9IN2",
  "method": "wB97M-V/def2-TZVPD",
  "elements": ["C", "C", "C", "C", "C", "C", "N", "N", "I", "H", "H", "H", "H", "H", "H", "H", "H", "H"],
  "xyz": [[0.145, -1.096, 0.672], [-0.104, -0.231, -0.514], [0.820, 1.725, 0.785], [1.317, -1.116, 1.229], [-1.392, -0.499, -1.234], [2.107, 1.320, 0.724], [-0.160, 1.192, 0.020], [2.284, -1.697, 1.622], [3.609, 2.350, 1.604], [-0.760, -1.168, 1.242], [0.780, -0.261, -1.175], [0.577, 2.698, 1.272], [-2.223, -0.737, -0.663], [-1.297, -1.400, -1.799], [-1.550, 0.372, -1.883], [2.491, 0.610, 0.120], [-1.077, 1.422, 0.271], [3.173, -1.433, 2.076]],
  "nbo_charge": [-0.487, -0.040, 0.014, 0.456, -0.621, -0.527, -0.582, -0.635, 0.135, 0.228, 0.201, 0.216, 0.212, 0.228, 0.220, 0.201, 0.377, 0.404],
  "lumo_ev": 0.7,
  "orbital_gap_ev": 8.55,
  "total_energy_ev": -17445.610,
  "smiles": "C[C@H](C=C=N)N/C=C/I",
  "molar_mass_g_mol": 236.06,
  "e_above_lowest_kj_mol": 181.34
}



Copy entry 3 word for word.
{
  "formula": "C5H10O",
  "method": "wB97M-V/def2-TZVPD",
  "elements": ["C", "C", "C", "C", "C", "O", "H", "H", "H", "H", "H", "H", "H", "H", "H", "H"],
  "xyz": [[2.089, 0.186, 0.435], [0.676, 0.452, -0.091], [-0.131, -0.563, -0.954], [-1.563, -0.146, -0.594], [-1.390, 0.038, 0.902], [-0.145, 0.692, 1.061], [2.410, 1.060, 1.019], [2.826, 0.050, -0.363], [2.125, -0.671, 1.116], [0.721, 1.387, -0.671], [0.050, -0.488, -2.031], [0.017, -1.613, -0.667], [-2.335, -0.884, -0.830], [-1.819, 0.795, -1.097], [-1.351, -0.964, 1.360], [-2.163, 0.627, 1.401]],
  "nbo_charge": [-0.620, 0.100, -0.430, -0.425, -0.063, -0.540, 0.220, 0.208, 0.210, 0.160, 0.218, 0.202, 0.215, 0.202, 0.155, 0.189],
  "lumo_ev": 1.1,
  "orbital_gap_ev": 10.53,
  "total_energy_ev": -7394.291,
  "smiles": "C[C@H]1CCCO1",
  "molar_mass_g_mol": 86.13,
  "e_above_lowest_kj_mol": 45.78
}